Record 1
DFT (wB97M-V/def2-TZVPD) results for a molecular structure, C18H19N2O5Pd.

```
! RIJCOSX wB97M-V def2-TZVPD def2/J DEFGRID3
* xyz -1 1
Pd -0.301 0.116 0.837
O 2.554 -0.340 1.292
C 2.184 -0.874 2.549
C 1.324 0.155 3.257
N -0.108 0.181 2.842
C -0.689 1.480 3.223
C -0.162 2.564 2.255
O 0.050 3.686 2.685
O -0.032 2.170 1.034
C -0.819 -1.005 3.364
C -0.779 -2.166 2.345
O -0.644 -3.312 2.736
O -0.955 -1.792 1.117
H 2.787 -1.048 0.678
H 3.073 -1.054 3.167
H 1.655 -1.827 2.449
H 1.751 1.140 3.062
H 1.344 -0.022 4.338
H -0.460 1.737 4.261
H -1.771 1.416 3.100
H -1.867 -0.737 3.507
H -0.407 -1.327 4.322
C 2.832 -1.966 -2.924
C 2.167 -2.503 -1.828
C 1.072 -1.860 -1.271
C 0.614 -0.633 -1.784
C 1.289 -0.110 -2.900
C 2.372 -0.768 -3.457
N -0.422 0.050 -1.158
C -1.376 0.718 -1.899
C -2.094 1.793 -1.347
C -3.084 2.436 -2.069
C -3.406 2.048 -3.364
C -2.710 0.980 -3.918
C -1.722 0.323 -3.207
H 3.685 -2.473 -3.358
H 2.489 -3.451 -1.409
H 0.529 -2.309 -0.448
H 0.963 0.838 -3.309
H 2.874 -0.329 -4.311
H -1.847 2.131 -0.351
H -3.606 3.268 -1.610
H -4.178 2.560 -3.924
H -2.949 0.640 -4.920
H -1.217 -0.523 -3.654
*
```

Values from the calculation:
LUMO level	0.10756	hartree

Record 2
DFT (wB97M-V/def2-TZVPD) results for C18H19N3O2 in the gas phase.

```
! RIJCOSX wB97M-V def2-TZVPD def2/J DEFGRID3
* xyz 0 1
C 0.075 -5.043 -3.011
O -0.324 -4.597 -1.738
C -0.006 -3.321 -1.363
C 0.689 -2.452 -2.170
C 1.021 -1.154 -1.750
N 1.707 -0.347 -2.595
C 1.990 0.843 -2.151
N 1.692 1.366 -0.963
C 1.025 0.606 -0.106
N 0.752 1.112 1.110
C 1.025 2.483 1.486
C 1.754 2.522 2.830
C -0.257 3.287 1.529
C -0.413 4.400 0.716
C -1.585 5.137 0.747
C -2.618 4.764 1.589
C -2.473 3.651 2.399
C -1.300 2.918 2.369
C 0.635 -0.729 -0.458
C -0.084 -1.617 0.350
C -0.415 -2.889 -0.069
O -1.109 -3.613 0.856
C -1.693 -4.857 0.543
H -0.380 -4.445 -3.807
H 1.164 -5.026 -3.119
H -0.280 -6.070 -3.082
H 1.014 -2.732 -3.158
H 2.536 1.498 -2.820
H 0.183 0.567 1.736
H 1.676 2.879 0.700
H 1.138 2.092 3.617
H 1.981 3.551 3.096
H 2.683 1.961 2.766
H 0.389 4.689 0.052
H -1.693 6.002 0.109
H -3.533 5.336 1.613
H -3.277 3.352 3.057
H -1.202 2.052 3.010
H -0.412 -1.342 1.341
H -2.366 -4.784 -0.315
H -2.265 -5.130 1.430
H -0.940 -5.623 0.347
*
```

Values from the calculation:
structure (SMILES)	COc1cc2ncnc(N[C@H](C)c3ccccc3)c2cc1OC
LUMO level	0.02640	hartree

Orbital gap, record by record: 6.75; 8.48 eV
E, record by record: -1311.0220; -1012.0592 Eh